7
Properties=species:S:1:pos:R:3:forces:R:3:nbo_charge:R:1 method="wB97M-V/def2-TZVPD" de_lowest_kcal_mol=3.7 charge=0 gap_ev="8.8 / 9.4" lumo_energy_ha="0.01614 / -0.01322" multiplicity=3 s2=2.01 homo_ev="-8.3 / -9.7"
C 0.905 1.077 1.960 0.814 -0.429 0.474 0.335
C -0.786 -0.782 -1.411 -0.756 -0.263 0.004 -0.561
O 0.270 0.197 2.403 -0.026 0.289 -0.208 -0.454
I -0.399 0.797 -2.690 0.308 -0.552 0.250 0.161
H 2.049 1.143 2.178 -0.797 0.136 -0.283 0.121
H -0.190 -1.728 -1.334 -0.595 1.328 -0.281 0.207
H -1.849 -0.703 -1.105 1.053 -0.509 0.044 0.192


16
Properties=species:S:1:pos:R:3:forces:R:3:nbo_charge:R:1 method="wB97M-V/def2-TZVPD" de_lowest_kcal_mol=28.2 charge=0 gap_ev=10.9 lumo_energy_ha=0.02557 multiplicity=1 homo_ev=-10.2
C -0.846 -1.185 -0.862 -0.948 -2.033 -1.220 0.797
C -0.925 -2.064 0.280 2.104 -5.096 1.121 -0.739
C 0.951 1.177 0.858 -1.578 1.093 0.030 0.815
C -0.328 2.004 0.981 0.141 -1.310 -0.605 -0.719
H -1.069 -1.021 -2.715 0.160 0.216 -0.198 0.489
H -0.732 -1.557 1.211 -0.358 0.353 -0.050 0.262
H -1.816 -2.729 0.316 0.180 0.898 -0.215 0.246
H -0.092 -2.911 0.262 -1.367 1.741 -0.244 0.233
H 2.752 1.232 0.451 -0.472 0.643 0.148 0.493
H -1.113 1.295 1.293 0.320 0.562 -0.250 0.244
H -0.206 2.763 1.712 0.160 0.887 0.553 0.224
H -0.574 2.430 -0.009 0.100 -0.141 0.587 0.247
O -0.999 -0.044 -0.674 -0.531 3.674 -0.984 -0.595
O -0.798 -1.733 -2.127 0.124 -0.171 1.146 -0.694
O 0.983 -0.007 0.966 0.740 -1.221 0.524 -0.624
O 2.032 1.896 0.577 1.226 -0.097 -0.341 -0.679


12
Properties=species:S:1:pos:R:3:forces:R:3:nbo_charge:R:1 method="wB97M-V/def2-TZVPD" de_lowest_kcal_mol=52.0 charge=0 gap_ev=10.5 lumo_energy_ha=0.02242 multiplicity=1 homo_ev=-9.9
O 2.584 -0.249 -0.777 -0.265 0.119 0.348 -0.501
C 1.400 -0.308 -0.557 0.442 0.048 -0.176 0.391
C 0.697 0.428 0.542 0.029 0.151 -0.062 -0.164
C -0.488 1.222 0.105 -0.169 0.125 -0.221 -0.232
N -0.689 -0.008 0.856 -0.230 0.062 0.121 -0.470
C -1.179 -1.137 0.146 -0.389 0.161 -0.996 0.546
O -1.326 -1.214 -1.057 -0.295 0.074 1.255 -0.543
H 0.727 -0.910 -1.189 0.323 0.117 -0.088 0.146
H 1.265 0.764 1.406 0.033 -0.150 -0.251 0.237
H -0.763 1.211 -0.953 0.187 -0.085 0.258 0.225
H -0.752 2.139 0.644 0.189 -0.477 -0.139 0.225
H -1.476 -1.938 0.833 0.145 -0.145 -0.049 0.140


16
Properties=species:S:1:pos:R:3:forces:R:3:nbo_charge:R:1 method="wB97M-V/def2-TZVPD" de_lowest_kcal_mol=64.9 charge=0 gap_ev=10.4 lumo_energy_ha=0.02961 multiplicity=1 homo_ev=-9.6
O -3.533 0.876 1.166 -2.116 -0.104 0.267 -0.602
C -2.395 0.860 1.519 1.287 0.759 0.807 0.526
N -1.454 0.446 0.621 2.167 -0.979 -0.392 -0.644
C 0.073 0.574 0.717 -2.759 -0.351 -0.825 -0.216
C 0.716 0.549 -0.661 -0.563 1.897 -2.275 -0.471
C 1.628 -0.578 -1.024 2.244 0.327 -0.458 -0.180
C 1.403 -1.878 -1.125 3.420 -1.054 -1.265 -0.410
H -2.117 1.262 2.607 0.212 -0.844 -2.164 0.117
H -1.808 -0.124 -0.181 0.240 1.043 1.169 0.404
H 0.198 1.553 1.141 0.510 0.072 0.613 0.208
H 0.493 -0.251 1.264 0.140 -0.062 0.763 0.202
H 1.248 1.557 -0.780 -0.385 -1.573 0.071 0.225
H -0.012 0.585 -1.580 0.668 0.062 1.984 0.237
H 2.684 -0.225 -1.315 -1.739 -0.662 0.145 0.208
H 0.720 -2.572 -0.817 -3.130 -0.471 1.060 0.199
H 2.157 -2.635 -1.554 -0.196 1.940 0.500 0.197


71
Properties=species:S:1:pos:R:3:forces:R:3:mulliken_charge:R:1 method="wB97M-V/def2-TZVPD" charge=+1 gap_ev=3.8 lumo_energy_ha=-0.22085 multiplicity=1 homo_ev=-9.8
C 4.856 -2.036 3.305 0.165 0.264 -0.350 -0.492
C 5.330 -0.859 2.656 -0.063 0.164 -0.296 -0.268
P 5.415 -0.569 0.850 -3.156 0.298 1.368 0.317
C 4.586 -1.896 -0.178 -1.021 0.323 0.246 -0.533
C 3.071 -1.403 -0.403 -0.061 0.494 0.236 -0.526
C 2.433 -2.000 -1.715 0.314 -0.975 0.133 -0.880
C 1.888 -3.470 -1.480 -0.458 0.312 0.179 -0.915
C 0.734 -3.506 -0.372 -0.140 -1.128 -0.835 0.208
C 0.930 -4.700 0.658 0.906 0.883 0.252 -0.565
C 0.234 -4.485 2.058 0.037 -0.913 0.188 -0.675
C -1.315 -4.796 2.099 0.180 0.404 -0.237 -0.809
C -2.201 -3.921 1.126 -0.177 0.095 0.401 -1.020
C -1.933 -2.361 1.202 0.119 0.057 -0.104 0.630
C -3.042 -1.540 1.991 0.263 0.244 -0.351 -0.671
C -3.934 -0.609 1.073 0.086 0.149 1.301 -0.762
N -3.125 0.556 0.639 0.086 1.103 -0.445 0.350
C -2.220 0.602 -0.412 1.764 1.549 -0.998 -0.286
C -1.553 1.898 -0.548 -3.409 -1.661 3.165 -0.670
C -2.207 2.661 0.570 -0.242 -1.584 -0.131 -0.608
C -3.173 1.810 1.282 2.754 1.429 -2.397 -0.354
P 7.511 -0.259 0.283 3.522 -1.977 0.853 0.276
O 8.312 -1.473 0.675 -1.378 1.042 -0.490 -0.540
H 5.585 -2.830 3.641 -0.656 1.686 1.451 0.288
H 3.766 -2.173 3.542 0.776 -0.963 -1.867 0.305
H 5.731 -0.034 3.320 1.436 -1.535 -0.950 0.369
H 4.725 0.665 0.578 0.507 -0.515 -0.301 0.137
H 4.492 -2.856 0.412 0.748 1.003 -0.707 0.310
H 5.150 -2.031 -1.138 -0.453 0.045 0.923 0.475
H 2.523 -1.705 0.542 0.366 0.241 -1.186 0.216
H 2.994 -0.273 -0.424 0.256 -1.226 -0.149 0.499
H 1.597 -1.355 -2.111 0.969 -0.528 0.531 0.311
H 3.256 -2.073 -2.491 -1.023 0.356 0.658 0.386
H 1.457 -3.868 -2.447 0.662 0.458 0.994 0.403
H 2.739 -4.155 -1.191 -0.802 0.682 -0.234 0.330
H 0.614 -2.517 0.139 0.201 -0.936 -0.351 -0.052
H -0.221 -3.716 -0.934 0.836 0.529 0.655 0.222
H 2.049 -4.742 0.865 -1.126 -0.028 -0.160 0.324
H 0.693 -5.698 0.181 -0.025 1.128 0.582 0.249
H 0.723 -5.221 2.770 -0.564 0.779 -0.709 0.366
H 0.476 -3.467 2.493 -0.314 -0.968 -0.705 0.261
H -1.447 -5.878 1.812 0.040 1.020 0.464 0.354
H -1.663 -4.643 3.158 0.263 -0.277 -0.950 0.292
H -3.295 -4.074 1.381 1.204 -0.040 -0.297 0.472
H -2.070 -4.300 0.079 -0.061 0.405 0.889 0.349
H -1.810 -2.007 0.135 -0.344 -0.113 1.280 -0.275
H -0.950 -2.105 1.699 -1.001 -0.578 -0.574 -0.014
H -2.509 -0.847 2.711 -0.748 -0.719 -0.710 0.271
H -3.698 -2.218 2.604 0.604 0.543 -0.658 0.467
H -4.740 -0.172 1.738 0.758 -0.519 -0.881 0.336
H -4.439 -1.137 0.224 0.708 0.489 0.611 0.270
H -1.974 -0.256 -1.080 -0.735 0.642 0.931 0.367
H -0.775 2.216 -1.275 -0.955 -0.339 0.770 0.407
H -1.939 3.718 0.799 -0.524 -1.065 -0.021 0.467
H -3.805 2.099 2.151 0.543 -0.714 -0.985 0.342
H 7.641 0.011 -1.114 -0.784 0.343 0.425 0.170
H 8.014 0.861 1.008 -0.840 0.187 -0.430 0.155
O -3.760 6.871 -0.574 0.482 0.027 -0.143 -0.661
S -3.322 5.986 -1.614 -0.683 -0.462 -0.528 1.188
O -1.948 5.596 -1.748 -0.111 0.304 0.295 -0.597
O -3.842 6.546 -3.028 -0.050 -0.405 0.463 -0.259
C -3.530 7.898 -3.382 0.368 0.784 -0.283 -0.350
C -2.097 8.038 -3.858 0.258 -0.128 0.159 -0.984
C -4.321 4.528 -1.577 -0.112 0.034 -0.103 -0.700
H -3.736 8.572 -2.546 -0.021 -0.194 0.078 0.329
H -4.207 8.174 -4.191 -0.130 -0.299 0.120 0.274
H -1.393 7.861 -3.044 -0.045 0.034 -0.032 0.292
H -1.918 9.041 -4.249 -0.102 -0.034 -0.003 0.386
H -1.877 7.308 -4.640 -0.083 0.086 -0.015 0.261
H -5.368 4.819 -1.530 0.071 0.068 -0.040 0.373
H -4.050 3.959 -0.689 0.108 0.090 -0.042 0.112
H -4.119 3.939 -2.470 0.038 0.054 0.045 0.305


12
Properties=species:S:1:pos:R:3:forces:R:3:nbo_charge:R:1 method="wB97M-V/def2-TZVPD" de_lowest_kcal_mol=45.4 charge=0 gap_ev=10.6 lumo_energy_ha=0.02827 multiplicity=1 homo_ev=-9.8
O 0.853 2.223 0.287 -0.226 -0.272 -0.130 -0.503
C 0.477 1.098 0.083 0.678 0.029 0.220 0.568
C -0.884 0.589 -0.199 -3.427 -0.730 2.574 -0.592
C -0.771 -0.910 -0.179 -0.785 -1.918 2.367 -0.032
O 0.556 -1.210 -0.422 1.176 -0.320 -0.415 -0.514
C 1.361 -0.144 0.066 0.275 -0.317 -0.024 -0.189
H -1.426 1.044 -1.020 0.143 0.094 -0.138 0.254
H -1.579 0.491 0.749 1.111 2.295 -1.597 0.265
H -1.095 -1.311 0.967 0.980 0.786 -2.635 0.117
H -1.435 -1.490 -0.822 0.221 0.230 -0.282 0.205
H 2.224 -0.022 -0.593 -0.099 0.044 0.111 0.220
H 1.719 -0.358 1.083 -0.048 0.078 -0.051 0.200


9
Properties=species:S:1:pos:R:3:forces:R:3:nbo_charge:R:1 method="wB97M-V/def2-TZVPD" de_lowest_kcal_mol=40.2 charge=0 gap_ev="7.6 / 6.7" lumo_energy_ha="-0.10542 / -0.12664" multiplicity=1 homo_ev="-10.5 / -10.1"
C 0.439 0.525 -0.197 0.017 -0.526 0.229 0.095
N -0.521 1.178 0.766 1.174 -1.807 -0.333 0.478
N 0.941 -0.928 -0.005 -2.006 3.343 -1.154 0.511
O -1.030 0.424 1.590 0.190 1.458 -0.828 -0.323
O 0.892 -1.333 1.103 0.811 -1.305 0.834 -0.282
O -0.626 2.368 0.608 -0.540 -0.032 0.445 -0.326
O 1.182 -1.425 -1.076 0.801 -1.402 0.415 -0.358
Cl 0.719 1.164 -1.702 -0.244 0.345 0.490 0.202
I -1.996 -1.971 -1.085 -0.203 -0.074 -0.099 0.002


| no. | electronic energy (eV) |
| --- | --- |
| 1 | -12266.2756 |
| 2 | -12467.9365 |
| 3 | -9812.0602 |
| 4 | -8866.3986 |
| 5 | -61537.1663 |
| 6 | -8338.4940 |
| 7 | -32821.0773 |